Density functional theory data (ωB97M-V/def2-TZVPD) for a cluster of 10 separate species, C47H111F9N10O20S7 in total at a distorted geometry.

The value obtained for the molar mass is 1531.91 u. The net charge is +2. The calculation puts the HOMO energy at -12.1 eV.

Positions of all 204 atoms, in Å:
C: 16.4674 14.9122 15.6065
F: 17.2344 15.6644 16.4071
F: 15.7798 15.7896 14.7929
F: 17.2832 14.0954 14.8869
S: 15.1376 14.0269 16.6871
O: 14.5972 15.1073 17.5236
O: 14.1786 13.4097 15.7557
O: 15.8832 13.0564 17.4366
C: 16.1517 18.7808 16.6341
C: 14.7192 18.4731 16.1603
N: 13.5234 19.1260 16.9630
C: 13.5521 18.6213 18.4240
C: 13.6284 20.6838 16.9667
C: 12.4970 21.4485 17.6200
C: 12.1385 18.5473 16.4664
C: 11.8148 18.9170 15.0066
O: 12.7069 18.2894 14.0811
C: 12.5533 18.8088 12.7624
H: 17.0129 18.4711 16.0421
H: 16.2691 18.2712 17.5904
H: 16.1909 19.8572 16.8013
H: 14.4157 17.4316 16.0544
H: 14.6606 18.9759 15.1950
H: 13.5433 17.5316 18.3992
H: 12.6317 18.9407 18.9127
H: 14.4497 18.9062 18.9729
H: 13.7092 20.9506 15.9130
H: 14.5411 21.0189 17.4594
H: 11.5224 21.2846 17.1603
H: 12.5944 22.5298 17.5231
H: 12.3354 21.1768 18.6631
H: 11.3790 19.1272 16.9908
H: 12.0774 17.4681 16.6074
H: 11.8449 19.9930 14.8347
H: 10.7778 18.6836 14.7651
H: 12.6731 19.8817 12.6121
H: 11.5780 18.4140 12.4778
H: 13.1993 18.3282 12.0276
C: 14.2361 9.3680 15.7890
C: 15.7305 9.3896 16.2141
N: 16.6434 9.6784 14.9589
C: 16.2656 8.5562 13.9461
C: 16.3108 10.9674 14.2762
C: 17.4026 11.5024 13.3319
C: 18.1128 9.5306 15.3786
C: 18.6136 10.6746 16.3443
O: 18.0958 10.3532 17.6130
C: 18.4792 11.1864 18.7253
H: 13.8454 10.2872 15.3526
H: 13.6609 9.2453 16.7067
H: 13.8155 8.6216 15.1151
H: 16.0467 8.4190 16.5963
H: 15.9628 10.1160 16.9928
H: 16.9947 8.4986 13.1380
H: 15.2385 8.6614 13.5965
H: 16.4448 7.6535 14.5301
H: 16.0730 11.7657 14.9792
H: 15.3656 10.8637 13.7433
H: 17.6419 10.8022 12.5316
H: 18.3675 11.7245 13.7878
H: 16.9363 12.3411 12.8149
H: 18.7368 9.4642 14.4874
H: 18.2106 8.5867 15.9148
H: 18.1538 11.6161 16.0440
H: 19.6977 10.6490 16.2336
H: 18.2403 10.7069 19.6746
H: 17.9215 12.1188 18.8134
H: 19.5551 11.3128 18.8454
C: 16.8192 16.0642 19.6194
C: 16.9060 15.8573 21.1839
N: 17.2734 17.2188 21.9112
C: 18.6988 17.6769 21.4057
C: 16.3093 18.3383 21.6078
C: 14.8137 18.0814 21.9336
C: 17.2215 16.8553 23.4193
C: 17.5133 17.9724 24.4200
O: 18.6860 18.6341 24.1650
C: 18.8171 19.9161 24.7803
H: 17.6569 16.5522 19.1211
H: 15.9787 16.6641 19.2704
H: 16.5759 15.1892 19.0167
H: 17.7658 15.1910 21.2534
H: 16.0584 15.3664 21.6621
H: 18.7875 17.7056 20.3197
H: 19.4096 16.9743 21.8407
H: 18.8242 18.7086 21.7339
H: 16.6034 18.8607 20.6974
H: 16.6484 19.0937 22.3166
H: 14.4348 17.4816 21.1061
H: 14.1723 18.9568 22.0352
H: 14.7251 17.5499 22.8811
H: 17.9812 16.0752 23.4684
H: 16.2942 16.3715 23.7260
H: 17.5948 17.4500 25.3731
H: 16.6432 18.6284 24.4471
H: 17.9645 20.5801 24.6385
H: 19.7493 20.4456 24.5836
H: 18.9632 19.6797 25.8343
C: 8.7662 15.6210 13.6987
C: 9.6955 14.5036 14.4447
N: 11.0321 14.1709 13.7093
C: 11.6811 13.0703 14.5868
C: 10.7356 13.6984 12.3052
C: 9.8571 12.4357 12.1977
C: 12.0101 15.4130 13.7069
C: 13.2314 15.3407 12.6945
O: 12.9005 15.3506 11.3166
C: 14.0943 15.3243 10.5224
H: 7.8782 15.8863 14.2725
H: 8.4055 15.3278 12.7128
H: 9.1823 16.6087 13.5000
H: 9.1608 13.5654 14.5929
H: 10.0173 14.8747 15.4177
H: 12.6426 12.9130 14.0979
H: 11.0086 12.2126 14.5768
H: 11.8573 13.3102 15.6354
H: 11.7175 13.5093 11.8713
H: 10.3004 14.5206 11.7373
H: 9.8677 12.0966 11.1618
H: 8.8131 12.5340 12.4949
H: 10.2884 11.5112 12.5819
H: 12.2511 15.5470 14.7615
H: 11.3628 16.2661 13.5036
H: 13.7676 14.4004 12.8228
H: 13.9434 16.1183 12.9713
H: 14.6742 14.4131 10.6693
H: 14.7680 16.1559 10.7293
H: 13.8599 15.3836 9.4596
C: 15.1916 10.7403 20.0686
C: 14.7430 11.5030 21.3709
N: 13.4337 12.3898 21.3471
C: 12.1919 11.4188 21.1536
C: 13.3347 13.1376 22.7221
C: 13.5304 12.2998 24.0535
C: 13.4730 13.4345 20.1972
C: 12.3769 14.4803 20.2887
O: 11.1462 14.0077 20.9367
C: 10.1193 14.9931 20.8729
H: 15.8373 9.9277 20.4015
H: 15.8625 11.3712 19.4855
H: 14.4521 10.4011 19.3433
H: 15.5497 12.1666 21.6822
H: 14.5822 10.7164 22.1082
H: 12.3450 10.5598 21.8068
H: 12.2888 11.1410 20.1040
H: 11.3039 11.9101 21.5513
H: 12.3832 13.6477 22.8720
H: 14.1459 13.8649 22.6880
H: 12.6911 11.6084 24.1289
H: 13.5168 12.9264 24.9453
H: 14.4758 11.7575 24.0648
H: 13.4625 12.9493 19.2212
H: 14.4906 13.7926 20.3535
H: 12.1182 14.7038 19.2537
H: 12.6388 15.4558 20.6984
H: 9.7965 15.2105 19.8547
H: 10.4462 15.9273 21.3295
H: 9.3764 14.6806 21.6067
C: 21.1597 16.8505 16.8657
C: 20.9822 18.2429 16.1957
N: 20.0455 19.1648 16.9265
C: 19.9999 19.3068 18.3206
C: 19.1525 20.3653 18.6103
N: 18.8832 20.9866 17.3538
C: 19.3850 20.2008 16.3375
C: 18.1661 22.2254 17.2409
H: 22.0611 16.3613 16.4965
H: 20.2921 16.2747 16.5434
H: 21.1623 16.8417 17.9556
H: 20.5548 18.0722 15.2076
H: 21.9108 18.8003 16.0731
H: 20.5658 18.6529 18.9675
H: 18.9840 20.8107 19.5797
H: 19.3670 20.4015 15.2765
H: 17.3158 22.0737 16.5760
H: 18.7700 22.9604 16.7088
H: 17.9528 22.5264 18.2666
N: 9.0346 11.6219 16.2792
S: 9.1442 12.2994 17.6515
O: 10.2483 13.2374 17.7688
O: 8.7561 11.6491 18.9020
F: 7.9066 13.3334 17.4002
S: 10.1545 10.4885 16.6171
O: 9.6900 9.3662 17.4666
O: 11.6019 10.8381 16.6903
F: 9.9684 9.7253 15.2469
N: 14.8762 9.7991 11.3394
S: 13.5614 10.5225 11.4541
O: 12.4015 10.1057 10.6386
O: 13.6695 11.9311 11.7708
F: 13.1232 9.9709 12.8891
S: 15.3263 10.4238 9.8228
O: 15.6054 11.8590 9.7874
O: 14.8574 9.7563 8.6114
F: 16.8022 9.8246 9.7943
N: 21.2013 15.0726 20.6538
S: 21.4121 13.8474 19.8991
O: 22.4175 12.8799 20.3736
O: 21.1726 13.9318 18.4445
F: 20.0330 13.2502 20.4863
S: 22.6574 15.7614 20.3801
O: 23.1904 15.8350 18.9965
O: 23.6346 15.6220 21.5134
F: 22.1072 17.2632 20.6304

Here are the Mulliken charges for atoms 1 to 6, given in e: C -0.35; F -0.01; F -0.06; F 0.01; S -0.22; O 0.11

Density functional theory data (ωB97M-V/def2-TZVPD) for a cluster of 12 separate species, C47H112B5F20N7O6 in total at a distorted geometry.

The value obtained for the molar mass is 1305.48 u. The net charge is +2. The calculation puts the HOMO energy at -13.8 eV.

Positions of all 197 atoms, in Å:
C: -0.9643 -29.0162 15.7153
C: -2.3301 -28.8450 14.9432
C: -3.0712 -27.5265 15.2110
C: -2.2860 -26.3134 14.6667
C: -2.1960 -26.3816 13.0354
C: -1.4974 -27.6505 12.6010
N: -2.0051 -28.9520 13.4046
O: -1.9440 -29.9273 12.9658
C: 0.0447 -27.6120 12.9134
C: -1.6979 -28.0805 11.1101
C: -3.2390 -30.0423 15.1348
H: -0.3493 -28.1233 15.7028
H: -0.3860 -29.8711 15.3509
H: -1.2364 -29.2601 16.7406
H: -3.2146 -27.3932 16.2792
H: -4.1011 -27.5495 14.8387
H: -1.2732 -26.4406 15.0343
H: -2.7232 -25.3917 15.0639
H: -1.5173 -25.5909 12.7094
H: -3.1903 -26.2472 12.6274
H: 0.4066 -26.8782 12.1861
H: 0.5051 -28.5713 12.6784
H: 0.3806 -27.1767 13.8644
H: -2.7348 -28.4258 10.9470
H: -1.1130 -28.9709 10.9748
H: -1.5173 -27.2786 10.4060
H: -4.0626 -29.9120 14.4415
H: -3.6361 -30.1878 16.1390
H: -2.8157 -31.0140 14.8971
C: 0.6171 -22.6473 4.0334
C: 0.0974 -23.1877 2.6518
C: -0.4092 -24.6324 2.7709
C: -1.7613 -24.7153 3.5030
C: -2.7966 -24.0184 2.6001
C: -2.5697 -22.5223 2.5296
N: -1.0217 -22.2442 2.2234
O: -0.7366 -21.2680 1.8285
C: -2.9036 -21.7831 3.8384
C: -3.2620 -21.8073 1.3569
C: 1.0494 -22.9680 1.4879
H: 0.7790 -21.5767 4.1322
H: 1.5109 -23.2522 4.1763
H: -0.1136 -22.9140 4.7933
H: 0.3295 -25.2117 3.3548
H: -0.5036 -25.0730 1.7681
H: -1.6560 -24.1835 4.4464
H: -2.0043 -25.7516 3.7426
H: -3.8223 -24.2749 2.8952
H: -2.7737 -24.5029 1.6086
H: -2.5803 -20.7600 3.7307
H: -2.4371 -22.2500 4.7094
H: -3.9637 -21.9496 4.0124
H: -2.8663 -22.2391 0.4454
H: -3.0476 -20.7377 1.3224
H: -4.3182 -21.9891 1.4983
H: 1.9784 -23.5021 1.7040
H: 1.2555 -21.9057 1.4326
H: 0.6844 -23.2815 0.5169
C: 0.2437 -20.1941 10.3735
C: -1.0972 -20.1893 9.6243
C: -1.6937 -21.5354 9.8155
N: -3.0009 -21.6966 9.0181
C: -4.2201 -20.7990 9.4905
C: -4.7647 -21.1821 10.8702
C: -5.0953 -22.6686 10.9020
C: -4.0202 -23.6478 10.3812
C: -3.4966 -23.1602 9.0358
C: -2.7547 -21.3573 7.5811
H: 0.7955 -19.2657 10.4835
H: 0.8720 -20.9521 9.8945
H: 0.1319 -20.5963 11.3875
H: -0.8560 -19.9559 8.5959
H: -1.7223 -19.3426 9.9023
H: -1.8482 -21.7492 10.8713
H: -0.9536 -22.2581 9.4637
H: -3.7673 -19.8169 9.5085
H: -5.0027 -20.7904 8.7122
H: -3.9235 -20.9317 11.5260
H: -5.6179 -20.5699 11.1698
H: -5.3006 -22.9651 11.9259
H: -6.0133 -22.8189 10.3167
H: -3.2203 -23.7561 11.1397
H: -4.3717 -24.6733 10.3530
H: -2.7264 -23.8642 8.7160
H: -4.2970 -23.1614 8.2926
H: -3.5929 -21.7088 7.0017
H: -1.8129 -21.8168 7.2950
H: -2.7528 -20.2992 7.3715
C: 5.8774 -18.0903 5.8054
N: 4.3860 -18.4185 5.7564
C: 3.7103 -18.3907 7.1689
C: 3.7205 -17.4145 4.8494
C: 4.1951 -19.8710 5.1815
C: 5.2797 -20.8006 5.7225
O: 5.2043 -20.8363 7.1595
H: 6.2077 -18.2902 4.7999
H: 6.3743 -18.6980 6.5569
H: 5.8551 -17.0807 6.2129
H: 3.7315 -17.3909 7.5888
H: 4.1748 -19.1455 7.7750
H: 2.6688 -18.6397 6.9740
H: 4.2168 -17.4947 3.8903
H: 3.8314 -16.4074 5.2394
H: 2.6749 -17.6824 4.7055
H: 4.3464 -19.7765 4.0903
H: 3.1679 -20.2044 5.3540
H: 6.2784 -20.4583 5.3976
H: 5.2453 -21.8276 5.3564
H: 5.5023 -21.7110 7.4643
C: 5.9986 -27.4651 10.6789
N: 6.2689 -26.6219 11.9103
C: 7.7339 -26.6313 12.2043
C: 5.7438 -25.1539 11.5873
C: 5.4047 -27.2426 13.0402
C: 5.1796 -26.2593 14.1761
O: 6.4933 -25.9438 14.7748
H: 4.9182 -27.4558 10.5040
H: 6.2408 -28.5093 10.9299
H: 6.6243 -27.0964 9.8905
H: 7.9803 -27.6565 12.4577
H: 7.8811 -25.9838 13.0373
H: 8.3457 -26.2744 11.3937
H: 6.3132 -24.5272 12.2568
H: 4.6906 -25.2087 11.7261
H: 5.9995 -24.9885 10.5480
H: 5.9010 -28.1597 13.3303
H: 4.3863 -27.4683 12.7326
H: 4.5183 -26.6892 14.9327
H: 4.6784 -25.3323 13.8558
H: 6.3427 -25.4012 15.5526
C: 5.8293 -28.7811 6.4209
N: 4.9960 -30.0363 6.5109
C: 5.2292 -30.8147 5.2123
C: 5.2597 -30.9371 7.7164
C: 3.5227 -29.5199 6.6237
C: 2.9265 -29.1737 5.2882
O: 3.5925 -28.0949 4.5856
H: 5.7510 -28.1964 7.3256
H: 5.4162 -28.2596 5.5761
H: 6.8517 -29.0928 6.2159
H: 4.9714 -30.1775 4.3626
H: 4.6767 -31.7502 5.1845
H: 6.3002 -30.9850 5.1045
H: 6.3214 -31.0142 7.8879
H: 4.9000 -31.9218 7.4358
H: 4.6880 -30.5650 8.5678
H: 3.4893 -28.6312 7.2611
H: 2.8666 -30.3003 6.9937
H: 1.8862 -28.8574 5.4305
H: 2.8580 -30.0081 4.5980
H: 2.9579 -27.5781 4.0869
C: 2.1071 -25.3826 7.1889
N: 1.9758 -24.9922 8.6525
C: 0.4545 -25.0805 9.0052
C: 2.6673 -25.9813 9.5499
C: 2.5691 -23.6016 8.9376
C: 2.2282 -22.6167 7.8566
O: 0.7970 -22.5622 7.7171
H: 1.6654 -26.3559 7.0042
H: 3.1314 -25.3122 6.8561
H: 1.4689 -24.7104 6.6217
H: 0.0701 -26.0727 8.8299
H: -0.0439 -24.3290 8.4192
H: 0.4143 -24.7223 10.0346
H: 3.6322 -26.2088 9.0633
H: 2.0501 -26.8579 9.6917
H: 2.8101 -25.4629 10.4802
H: 3.6472 -23.7570 8.9657
H: 2.2655 -23.2266 9.9122
H: 2.6867 -22.9693 6.9141
H: 2.6482 -21.6415 8.1019
H: 0.6176 -21.7488 7.2033
B: 5.9834 -24.4016 7.2259
F: 7.1443 -24.0395 6.6396
F: 6.0527 -23.9245 8.5345
F: 4.8704 -23.7974 6.5832
F: 5.7310 -25.7761 7.2476
B: 3.0700 -29.7845 11.5919
F: 3.6441 -30.2732 10.4182
F: 2.7468 -28.4456 11.3883
F: 1.9258 -30.4586 11.8652
F: 3.9863 -29.8695 12.5979
B: -1.6105 -26.8945 6.9919
F: -1.3335 -27.5974 8.0900
F: -0.3730 -26.6471 6.3351
F: -2.3927 -27.4519 6.0271
F: -2.2180 -25.7036 7.3718
B: -0.0375 -19.0711 5.7878
F: 0.6143 -18.6310 4.6491
F: 0.8050 -20.1678 6.3075
F: -0.1566 -18.1217 6.7350
F: -1.3077 -19.6091 5.5095
B: 1.8109 -24.0348 12.9326
F: 1.7847 -23.1791 14.0131
F: 2.7905 -23.7304 12.0162
F: 1.9881 -25.3488 13.3644
F: 0.5505 -23.9336 12.2794

Here are the Mulliken charges for atoms 1 to 6, given in e: C -1.49; C 1.13; C -1.15; C -0.77; C -0.61; C 1.89